# 1
Computed, not measured: one molecule with the formula C19H17Cl2N3O3 in a non-equilibrium geometry, with ωB97M-V/def2-TZVPD.

Each line ends with the natural charge from an NBO analysis.
CARTESIAN COORDINATES (ANGSTROEM)
C -4.34 0.21 -0.40  -0.250
O -3.40 0.86 0.51  -0.569
C -2.01 0.74 0.13  0.258
C -1.56 1.71 -0.69  -0.238
C -0.22 1.70 -1.19  -0.190
C 0.66 0.65 -0.82  -0.093
C 1.96 0.47 -1.30  0.230
C 2.53 1.39 -2.34  -0.499
C 3.66 0.78 -3.11  0.010
C 3.36 -0.22 -4.10  -0.056
Cl 1.70 -0.61 -4.37  0.030
C 4.43 -0.77 -4.79  0.018
N 5.67 -0.56 -4.36  -0.390
C 5.98 0.25 -3.30  0.026
C 4.98 0.95 -2.64  -0.088
Cl 5.18 2.25 -1.57  0.047
N 2.66 -0.64 -0.88  -0.235
N 2.22 -1.41 0.11  -0.213
C 1.03 -1.25 0.65  0.033
C 0.16 -0.29 0.12  -0.091
C -1.21 -0.27 0.61  0.302
O -1.50 -1.21 1.61  -0.532
C -2.55 -1.24 2.62  0.415
C -2.48 0.11 3.45  -0.456
C -3.01 -0.50 4.72  -0.436
C -2.67 -1.97 4.83  -0.067
O -2.39 -2.38 3.51  -0.520
H -4.25 0.64 -1.38  0.179
H -5.40 0.23 -0.08  0.205
H -3.93 -0.87 -0.39  0.178
H -2.18 2.55 -0.98  0.235
H 0.06 2.52 -1.84  0.220
H 2.91 2.33 -1.88  0.256
H 1.74 1.61 -3.06  0.243
H 4.42 -1.29 -5.64  0.201
H 7.01 0.32 -3.01  0.208
H 0.71 -1.81 1.52  0.227
H -3.46 -1.46 2.16  0.160
H -1.45 0.43 3.53  0.212
H -3.00 1.00 3.09  0.246
H -4.08 -0.54 4.55  0.194
H -2.83 0.08 5.64  0.223
H -3.45 -2.52 5.49  0.193
H -1.67 -2.01 5.26  0.172

Values from the calculation:
- Total charge: 0
- HOMO-LUMO gap: 8.30 eV
- SMILES: COc1ccc2c(Cc3c(Cl)cncc3Cl)nncc2c1O[C@@H]1CCCO1
- Max |F|: 4.9 eV Å⁻¹


# 2
Computed, not measured: one molecule with the formula C19H17ClFN3O3 in a non-equilibrium geometry, with ωB97M-V/def2-TZVPD.

Each line ends with the natural charge from an NBO analysis.
CARTESIAN COORDINATES (ANGSTROEM)
C -2.17 0.98 -4.27  -0.619
C -2.98 0.98 -2.97  -0.388
C -2.15 1.36 -1.74  -0.081
N -1.15 0.35 -1.47  -0.609
C -1.01 -0.24 -0.27  0.656
O -1.69 -0.02 0.70  -0.600
C 0.10 -1.24 -0.26  0.040
C 0.52 -2.03 0.84  -0.316
C 1.57 -2.75 0.33  0.289
C 2.51 -3.73 0.95  -0.111
O 3.32 -3.09 1.93  -0.491
C 2.67 -2.65 3.06  0.243
C 2.02 -3.52 3.93  -0.242
C 1.43 -3.06 5.09  -0.264
C 1.51 -1.71 5.38  0.395
F 0.95 -1.25 6.51  -0.316
C 2.15 -0.81 4.55  -0.284
C 2.73 -1.29 3.38  -0.060
Cl 3.52 -0.21 2.31  0.041
O 1.75 -2.41 -0.96  -0.248
N 0.84 -1.48 -1.31  -0.123
C -1.55 2.74 -1.90  0.033
C -2.38 3.85 -1.85  -0.269
C -1.83 5.11 -2.03  0.045
N -0.54 5.31 -2.24  -0.422
C 0.25 4.26 -2.27  0.049
C -0.20 2.95 -2.11  -0.275
H -2.82 0.76 -5.11  0.220
H -1.71 1.95 -4.43  0.215
H -1.39 0.22 -4.24  0.197
H -3.80 1.69 -3.07  0.209
H -3.41 -0.01 -2.81  0.213
H -2.80 1.36 -0.86  0.249
H -0.53 0.07 -2.21  0.416
H 0.11 -2.04 1.82  0.258
H 1.95 -4.57 1.38  0.194
H 3.21 -4.10 0.20  0.226
H 1.98 -4.58 3.70  0.226
H 0.93 -3.73 5.77  0.235
H 2.19 0.23 4.80  0.249
H -3.44 3.74 -1.67  0.217
H -2.44 6.00 -2.00  0.193
H 1.30 4.46 -2.44  0.192
H 0.50 2.13 -2.14  0.221

Values from the calculation:
- Total charge: 0
- HOMO-LUMO gap: 9.84 eV
- SMILES: CC[C@@H](NC(=O)c1cc(COc2ccc(F)cc2Cl)on1)c1ccncc1
- Max |F|: 1.1 eV Å⁻¹


# 3
Computed, not measured: one molecule with the formula C19H17N3O3 in a non-equilibrium geometry, with ωB97M-V/def2-TZVPD.

Each line ends with the natural charge from an NBO analysis.
CARTESIAN COORDINATES (ANGSTROEM)
O -1.43 -0.87 -0.60  -0.604
C -0.81 0.16 -0.50  0.661
C -0.86 1.29 -1.52  -0.493
C -1.75 0.93 -2.71  -0.411
C -1.77 2.02 -3.72  -0.109
C -2.77 2.92 -3.95  -0.019
N -2.40 3.80 -4.94  -0.523
C -1.15 3.47 -5.37  0.117
C -0.35 4.05 -6.35  -0.237
C 0.89 3.50 -6.57  -0.218
C 1.33 2.39 -5.85  -0.225
C 0.55 1.81 -4.88  -0.224
C -0.71 2.35 -4.62  -0.035
N 0.03 0.46 0.55  -0.438
N 0.36 -0.25 1.65  -0.257
C -0.10 -1.41 1.90  0.049
C 0.31 -2.11 3.11  -0.097
C -0.21 -3.37 3.37  -0.189
C 0.15 -4.09 4.51  -0.286
C 1.05 -3.50 5.36  0.308
C 1.58 -2.23 5.10  0.219
C 1.24 -1.52 3.99  -0.224
O 2.45 -1.90 6.11  -0.477
C 2.45 -2.99 7.00  0.236
O 1.57 -3.98 6.53  -0.490
H -1.25 2.19 -1.03  0.226
H 0.15 1.51 -1.86  0.225
H -1.37 0.00 -3.16  0.224
H -2.76 0.73 -2.35  0.225
H -3.73 3.00 -3.47  0.209
H -2.97 4.54 -5.30  0.412
H -0.70 4.91 -6.91  0.211
H 1.54 3.92 -7.33  0.212
H 2.31 1.98 -6.06  0.210
H 0.90 0.95 -4.33  0.210
H 0.50 1.36 0.53  0.390
H -0.81 -1.93 1.26  0.209
H -0.92 -3.80 2.68  0.217
H -0.26 -5.06 4.71  0.228
H 1.64 -0.54 3.78  0.244
H 2.12 -2.65 8.00  0.158
H 3.47 -3.40 7.09  0.157

Values from the calculation:
- Total charge: 0
- HOMO-LUMO gap: 8.56 eV
- SMILES: O=C(CCc1c[nH]c2ccccc12)N/N=C/c1ccc2c(c1)OCO2
- Max |F|: 1.3 eV Å⁻¹


# 4
Computed, not measured: one molecule with the formula C19H17N3OS, with ωB97M-V/def2-TZVPD.

Each line ends with the natural charge from an NBO analysis.
CARTESIAN COORDINATES (ANGSTROEM)
C -5.03 0.69 -1.86  -0.635
C -4.49 -0.12 -0.72  -0.068
C -5.04 -1.36 -0.40  -0.191
C -4.54 -2.11 0.64  -0.221
C -3.49 -1.63 1.41  -0.206
C -2.94 -0.39 1.12  -0.245
C -3.42 0.36 0.05  0.216
N -2.88 1.62 -0.25  -0.638
C -1.59 2.05 -0.15  0.668
O -1.33 3.23 -0.24  -0.594
C -0.54 1.00 0.01  -0.169
C 0.49 1.21 0.91  -0.163
C 1.49 0.27 1.06  -0.213
C 1.49 -0.89 0.29  -0.024
C 2.58 -1.90 0.43  -0.540
S 3.77 -1.78 -0.97  0.293
C 4.81 -0.50 -0.41  0.251
N 4.62 0.00 0.80  -0.502
C 5.44 0.97 1.18  0.094
C 6.45 1.44 0.36  -0.330
C 6.56 0.83 -0.88  0.095
N 5.75 -0.13 -1.27  -0.461
C 0.48 -1.07 -0.65  -0.218
C -0.53 -0.14 -0.78  -0.126
H -5.74 0.11 -2.44  0.223
H -5.54 1.58 -1.49  0.214
H -4.22 1.02 -2.52  0.224
H -5.86 -1.73 -0.99  0.209
H -4.97 -3.07 0.87  0.214
H -3.11 -2.20 2.23  0.215
H -2.14 0.00 1.73  0.224
H -3.54 2.34 -0.51  0.410
H 0.50 2.12 1.50  0.227
H 2.29 0.43 1.77  0.227
H 3.15 -1.76 1.34  0.256
H 2.19 -2.92 0.36  0.235
H 5.27 1.36 2.17  0.197
H 7.12 2.23 0.68  0.228
H 7.33 1.12 -1.60  0.200
H 0.49 -1.96 -1.27  0.212
H -1.31 -0.30 -1.52  0.212

Values from the calculation:
- Total charge: 0
- HOMO-LUMO gap: 9.19 eV
- SMILES: Cc1ccccc1NC(=O)c1ccc(CSc2ncccn2)cc1
- Max |F|: 0.7 eV Å⁻¹


# 5
Computed, not measured: C19H17N4OS2Y as an isolated structure in a non-equilibrium geometry, with ωB97M-V/def2-TZVPD.

Each line ends with the natural charge from an NBO analysis.
CARTESIAN COORDINATES (ANGSTROEM)
Y 2.54 -0.46 -0.29  2.218
N 4.18 -0.23 -4.54  -0.724
C 3.59 -0.46 -3.39  0.347
S 3.46 0.92 -2.29  -0.415
N 3.13 -1.68 -3.17  -0.409
N 2.57 -1.99 -2.01  -0.404
C 2.11 -3.19 -1.80  0.062
C 1.60 -3.54 -0.49  0.154
C 1.15 -4.83 -0.19  -0.194
C 0.70 -5.12 1.09  -0.095
C 0.71 -4.12 2.05  -0.225
C 1.18 -2.86 1.70  0.070
N 1.62 -2.57 0.47  -0.634
H 4.56 0.69 -4.76  0.431
H 4.25 -0.97 -5.23  0.433
H 2.13 -3.93 -2.59  0.239
H 1.17 -5.60 -0.94  0.255
H 0.36 -6.11 1.34  0.258
H 0.35 -4.30 3.05  0.259
H 1.23 -2.06 2.43  0.213
O 0.79 0.74 0.11  -1.106
S -0.71 0.80 -0.26  1.258
C -1.59 0.66 1.31  -0.276
C -2.78 -0.05 1.28  -0.211
C -3.54 -0.15 2.43  -0.188
C -3.10 0.46 3.60  -0.156
C -1.91 1.16 3.62  -0.202
C -1.14 1.28 2.47  -0.159
C -1.04 2.56 -0.54  -0.160
C -0.05 3.52 -0.47  -0.243
C -0.39 4.84 -0.73  -0.182
C -1.69 5.18 -1.06  -0.162
C -2.67 4.20 -1.14  -0.175
C -2.34 2.88 -0.88  -0.239
H -3.11 -0.52 0.37  0.233
H -4.47 -0.69 2.42  0.243
H -3.70 0.39 4.50  0.243
H -1.58 1.64 4.53  0.241
H -0.22 1.84 2.48  0.224
H 0.97 3.25 -0.21  0.226
H 0.37 5.61 -0.67  0.239
H -1.94 6.21 -1.28  0.243
H -3.68 4.46 -1.41  0.243
H -3.10 2.11 -0.94  0.230

Values from the calculation:
- Total charge: +2
- HOMO-LUMO gap: 7.17 eV
- Max |F|: 1.9 eV Å⁻¹


# 6
Computed, not measured: one molecule with the formula C19H17N5O5S in a non-equilibrium geometry, with ωB97M-V/def2-TZVPD.

Each line ends with the natural charge from an NBO analysis.
CARTESIAN COORDINATES (ANGSTROEM)
C 0.71 7.23 1.49  -0.620
C 0.08 5.94 1.14  -0.079
O -0.98 6.28 0.25  -0.486
C -1.74 5.23 -0.16  0.559
C -2.93 5.50 -0.76  -0.364
C -3.70 4.43 -1.16  0.288
C -5.05 4.65 -1.78  -0.636
N -3.28 3.22 -1.04  -0.513
C -2.11 3.00 -0.48  0.568
N -1.77 1.71 -0.34  -0.585
C -0.65 1.16 0.17  0.288
S 0.52 1.85 1.11  -0.164
N -0.42 -0.19 0.04  -0.627
C -0.97 -1.04 -0.91  0.652
O -1.95 -0.72 -1.56  -0.596
C -0.34 -2.39 -0.97  0.153
C -0.65 -3.36 -1.90  -0.224
C 0.15 -4.50 -1.61  -0.269
C 0.92 -4.14 -0.54  0.263
C 1.95 -4.98 0.08  0.017
C 2.28 -6.20 -0.47  -0.203
C 3.21 -7.04 0.16  -0.157
C 3.86 -6.61 1.31  0.006
N 4.72 -7.48 2.05  0.509
O 5.36 -7.05 3.00  -0.365
O 4.80 -8.66 1.69  -0.382
C 3.60 -5.33 1.80  -0.155
C 2.66 -4.53 1.20  -0.221
O 0.63 -2.82 -0.13  -0.404
N -1.30 3.95 -0.13  -0.518
H 1.04 7.75 0.56  0.213
H 1.61 7.08 2.11  0.215
H 0.02 7.87 2.04  0.209
H 0.85 5.25 0.73  0.202
H -0.35 5.49 2.04  0.183
H -3.26 6.52 -0.84  0.227
H -5.40 5.70 -1.76  0.212
H -5.05 4.32 -2.79  0.231
H -5.72 4.09 -1.17  0.231
H -2.39 1.09 -0.83  0.457
H 0.46 -0.52 0.48  0.443
H -1.42 -3.23 -2.65  0.252
H 0.15 -5.42 -2.17  0.239
H 1.83 -6.55 -1.35  0.215
H 3.40 -8.03 -0.25  0.253
H 4.13 -4.95 2.67  0.252
H 2.48 -3.55 1.63  0.234

Values from the calculation:
- Total charge: 0
- HOMO-LUMO gap: 6.95 eV
- SMILES: CCOc1cc(C)nc(NC(=S)NC(=O)c2ccc(-c3ccc([N+](=O)[O-])cc3)o2)n1
- Max |F|: 3.1 eV Å⁻¹


Sequential LUMO energy output: -0.16, 0.61, 0.71, 0.64, -7.13, -1.33 eV